1.
Formula: C4H7ClO
Source: the Open Molecules 2025 dataset
Level of theory: ωB97M-V with the def2-TZVPD basis set

Geometry as XYZ:
```
13
Properties=species:S:1:pos:R:3:lowdin_charge:R:1
O -2.080 0.095 0.198 -0.043
C -0.796 0.073 -0.542 -0.327
C 0.101 1.174 -0.025 -0.096
C 1.199 0.051 0.566 -0.645
Cl 2.813 0.074 -0.117 0.585
C 0.265 -1.012 -0.084 -0.148
H -2.437 -0.773 0.216 0.056
H -0.971 0.202 -1.608 0.132
H -0.370 1.596 0.845 0.098
H 0.411 1.918 -0.776 0.113
H 1.329 -0.074 1.629 0.078
H -0.174 -1.720 0.587 0.094
H 0.711 -1.604 -0.890 0.101
```

Results
* gap between HOMO and LUMO: 11.1 eV
* max |F|: 2.949 eV/A
* energy relative to the best compared isomer or geometry (same formula, charge and spin): 132.2 kJ/mol
* M: 106.552 g/mol
* structure (SMILES): O[C@H]1C[C@H](Cl)C1
* energy: -18830.15891 eV
* HOMO: -10.12 eV

***

2.
Formula: C15H25F9NO3P2Tl
Source: the Open Molecules 2025 dataset
Level of theory: ωB97M-V with the def2-TZVPD basis set

Geometry as XYZ:
```
56
Properties=species:S:1:pos:R:3:lowdin_charge:R:1
C 0.863 -1.248 -4.014 -0.041
C 0.885 -1.077 -2.632 -0.327
N -0.227 -0.904 -1.902 0.085
C -1.392 -0.962 -2.527 -0.349
C -1.511 -1.123 -3.920 -0.024
C -0.346 -1.265 -4.682 -0.055
C 2.204 -1.137 -1.908 -0.287
P 2.023 -0.829 -0.103 0.816
Tl -0.078 -2.231 1.322 0.723
P -2.265 -0.285 0.045 0.847
C -2.641 -0.835 -1.690 -0.289
O 2.689 4.330 -3.923 -0.044
O -0.630 2.351 -2.377 -0.107
H 1.831 -1.340 -4.521 0.119
H -2.521 -1.129 -4.312 0.110
H -0.423 -1.399 -5.764 0.111
C 3.583 -1.588 0.464 -0.288
C 2.326 0.990 0.122 -0.316
H -3.295 -0.091 -2.168 0.089
H -3.177 -1.798 -1.622 0.094
H 2.872 -0.401 -2.301 0.080
H 2.633 -2.157 -2.054 0.110
C -3.625 -1.111 0.932 -0.298
C -2.973 1.396 -0.011 -0.276
H 1.547 2.369 0.051 0.087
H -0.578 3.245 -1.994 0.043
H 3.584 4.404 -4.223 0.019
H 2.299 3.703 -4.521 0.021
H 0.035 -3.661 0.488 -0.221
H -1.305 2.418 -3.118 0.073
H 4.470 -1.082 0.057 0.050
H 3.619 -1.574 1.564 0.035
H 3.592 -2.634 0.127 0.042
H 3.102 1.332 -0.554 0.044
H 1.171 1.525 -0.149 0.067
H 2.641 1.189 1.152 0.036
H -4.041 1.385 -0.279 0.046
H -2.862 1.878 0.974 0.039
H -2.377 1.935 -0.767 0.013
H -4.590 -0.616 0.750 0.045
H -3.661 -2.162 0.617 0.039
H -3.381 -1.055 2.005 0.024
F -1.013 2.088 3.069 0.138
C -1.134 1.052 3.939 -0.475
F -1.084 1.572 5.195 0.146
F -2.385 0.539 3.732 0.127
C -0.025 -0.046 3.700 -0.303
O -0.066 -0.394 2.359 -0.403
C 1.383 0.576 4.000 -0.476
F 1.595 0.864 5.310 0.150
F 2.367 -0.285 3.603 0.120
F 1.581 1.721 3.282 0.129
C -0.261 -1.298 4.597 -0.505
F -0.302 -1.007 5.916 0.159
F -1.443 -1.901 4.265 0.106
F 0.717 -2.239 4.400 0.104
```

Results
* gap between HOMO and LUMO (alpha / beta): 6.3 / 5.4 eV
* max |F|: 3.688 eV/A
* M: 704.682 g/mol
* energy: -71315.64321 eV
* HOMO (alpha / beta): -6.15 / -5.25 eV

***

3.
Formula: C16H32AlF12N2O20S8
Source: the Open Molecules 2025 dataset
Level of theory: ωB97M-V with the def2-TZVPD basis set

Geometry as XYZ:
```
91
Properties=species:S:1:pos:R:3:lowdin_charge:R:1
Al 0.729 -0.167 0.847 1.424
C 0.542 -4.888 -0.002 -0.656
F -0.656 -5.350 0.300 0.171
F 1.418 -5.865 -0.051 0.200
F 0.451 -4.244 -1.154 0.149
S 1.189 -3.648 1.274 0.660
O 1.788 -4.382 2.328 -0.217
O 2.021 -2.777 0.484 -0.316
N -0.093 -2.637 1.754 -0.266
S -1.094 -3.311 2.818 0.586
O -1.003 -4.725 2.971 -0.210
O -1.103 -2.517 4.009 -0.238
C -2.756 -3.028 1.983 -0.665
F -2.764 -3.619 0.792 0.141
F -3.652 -3.564 2.801 0.168
F -3.010 -1.745 1.807 0.146
C 0.092 3.965 -0.967 -0.653
F -0.959 4.325 -1.687 0.176
F 1.029 4.885 -0.975 0.177
F -0.320 3.749 0.277 0.132
S 0.691 2.312 -1.699 0.667
O -0.381 1.442 -1.261 -0.355
O 0.886 2.440 -3.094 -0.207
N 1.960 1.777 -0.693 -0.254
S 3.304 2.243 -1.426 0.583
O 3.962 1.271 -2.233 -0.229
O 3.202 3.569 -1.957 -0.228
C 4.421 2.377 0.090 -0.660
F 5.663 2.588 -0.340 0.155
F 4.066 3.393 0.869 0.145
F 4.449 1.209 0.737 0.131
O -1.587 1.434 1.021 -0.340
S -2.963 1.698 0.675 0.613
O -3.362 1.839 -0.686 -0.247
O -3.821 0.576 1.397 -0.262
C -5.146 0.299 0.852 -0.237
C -6.218 0.532 1.882 -0.053
C -3.440 3.143 1.658 -0.060
H -5.063 -0.756 0.584 0.096
H -5.332 0.760 -0.116 0.120
H -5.868 0.613 2.910 0.091
H -6.920 -0.303 1.873 0.085
H -6.803 1.428 1.668 0.081
H -2.946 3.088 2.621 0.081
H -4.507 2.953 1.803 0.063
H -3.420 4.081 1.112 0.081
O 1.639 -1.273 -1.569 -0.342
S 2.064 -1.341 -2.940 0.577
O 1.738 -0.281 -3.839 -0.254
O 3.640 -1.487 -2.895 -0.248
C 4.380 -1.439 -4.129 -0.255
C 5.821 -1.040 -3.839 -0.053
C 1.589 -2.884 -3.666 -0.088
H 3.985 -0.755 -4.878 0.126
H 4.366 -2.458 -4.523 0.118
H 5.902 0.013 -3.578 0.071
H 6.433 -1.206 -4.725 0.085
H 6.228 -1.667 -3.047 0.085
H 1.858 -3.709 -3.013 0.076
H 2.036 -2.908 -4.656 0.080
H 0.502 -2.878 -3.736 0.051
O -1.128 -1.208 -0.872 -0.329
S -1.886 -1.623 -2.018 0.591
O -1.512 -2.816 -2.703 -0.252
O -3.378 -1.736 -1.483 -0.262
C -4.402 -2.389 -2.251 -0.241
C -5.297 -3.262 -1.400 -0.058
C -2.068 -0.230 -3.124 -0.064
H -3.948 -2.969 -3.054 0.121
H -5.049 -1.599 -2.639 0.127
H -6.161 -3.604 -1.966 0.090
H -5.659 -2.771 -0.492 0.070
H -4.812 -4.136 -0.959 0.080
H -1.076 -0.041 -3.533 0.071
H -2.439 0.591 -2.519 0.052
H -2.746 -0.618 -3.883 0.083
O 0.772 2.196 2.409 -0.334
S 1.371 2.879 3.529 0.599
O 0.862 2.720 4.847 -0.236
O 2.916 2.499 3.488 -0.260
C 3.782 2.998 4.521 -0.269
C 4.904 2.017 4.817 -0.039
C 1.382 4.640 3.160 -0.073
H 3.224 3.171 5.446 0.120
H 4.161 3.976 4.213 0.125
H 5.601 2.523 5.476 0.093
H 5.285 1.701 3.843 0.080
H 4.443 1.119 5.227 0.089
H 1.724 4.703 2.126 0.067
H 1.945 5.193 3.901 0.081
H 0.334 4.927 3.073 0.080
```

Results
* gap between HOMO and LUMO: 4.6 eV
* max |F|: 3.835 eV/A
* charge: +1
* M: 1083.920 g/mol
* energy: -186914.45937 eV
* HOMO: -13.21 eV

***

4.
Formula: C4H16O4
Source: the Open Molecules 2025 dataset
Level of theory: ωB97M-V with the def2-TZVPD basis set

Geometry as XYZ:
```
24
Properties=species:S:1:pos:R:3:lowdin_charge:R:1
C 1.613 -0.154 0.154 -0.127
C 1.134 0.656 -0.985 -0.180
C 0.123 0.194 -1.755 -0.156
C -0.481 1.261 -2.794 -0.082
H 0.967 -1.054 0.327 0.050
H 2.668 -0.471 0.132 0.080
H 1.559 0.517 1.095 0.108
H 1.660 1.572 -1.094 0.103
H -0.272 -0.719 -1.888 0.049
H -1.169 1.764 -2.007 0.092
H -1.071 0.626 -3.463 0.050
H 0.190 1.955 -3.359 0.078
O -1.552 -0.302 0.695 -0.077
H -1.747 0.155 -0.158 0.059
H -0.637 -0.070 0.911 -0.026
O -0.678 2.232 1.851 -0.104
H -0.906 1.295 1.897 -0.040
H -1.571 2.624 2.153 0.090
O 0.291 -3.475 -0.402 -0.117
H 1.230 -3.525 -0.716 0.050
H 0.213 -2.445 -0.569 0.044
O -0.704 -0.501 3.293 -0.032
H 0.141 -0.760 3.640 0.041
H -1.003 -1.376 3.043 0.048
```

Results
* gap between HOMO and LUMO: 10.0 eV
* max |F|: 7.778 eV/A
* energy relative to the best compared isomer or geometry (same formula, charge and spin): 238.0 kJ/mol
* M: 128.168 g/mol
* structure (SMILES): C/C=C/C.O.O.O.O
* energy: -12595.36975 eV
* HOMO: -9.39 eV

***

Which value of energy does entry 2 give? -71315.64321 eV

***

Among the records above, which one has the lowest max |F|? C4H7ClO

***

Please write out number 2 again, unchanged.
Formula: C15H25F9NO3P2Tl
Source: the Open Molecules 2025 dataset
Level of theory: ωB97M-V with the def2-TZVPD basis set

Geometry as XYZ:
```
56
Properties=species:S:1:pos:R:3:lowdin_charge:R:1
C 0.863 -1.248 -4.014 -0.041
C 0.885 -1.077 -2.632 -0.327
N -0.227 -0.904 -1.902 0.085
C -1.392 -0.962 -2.527 -0.349
C -1.511 -1.123 -3.920 -0.024
C -0.346 -1.265 -4.682 -0.055
C 2.204 -1.137 -1.908 -0.287
P 2.023 -0.829 -0.103 0.816
Tl -0.078 -2.231 1.322 0.723
P -2.265 -0.285 0.045 0.847
C -2.641 -0.835 -1.690 -0.289
O 2.689 4.330 -3.923 -0.044
O -0.630 2.351 -2.377 -0.107
H 1.831 -1.340 -4.521 0.119
H -2.521 -1.129 -4.312 0.110
H -0.423 -1.399 -5.764 0.111
C 3.583 -1.588 0.464 -0.288
C 2.326 0.990 0.122 -0.316
H -3.295 -0.091 -2.168 0.089
H -3.177 -1.798 -1.622 0.094
H 2.872 -0.401 -2.301 0.080
H 2.633 -2.157 -2.054 0.110
C -3.625 -1.111 0.932 -0.298
C -2.973 1.396 -0.011 -0.276
H 1.547 2.369 0.051 0.087
H -0.578 3.245 -1.994 0.043
H 3.584 4.404 -4.223 0.019
H 2.299 3.703 -4.521 0.021
H 0.035 -3.661 0.488 -0.221
H -1.305 2.418 -3.118 0.073
H 4.470 -1.082 0.057 0.050
H 3.619 -1.574 1.564 0.035
H 3.592 -2.634 0.127 0.042
H 3.102 1.332 -0.554 0.044
H 1.171 1.525 -0.149 0.067
H 2.641 1.189 1.152 0.036
H -4.041 1.385 -0.279 0.046
H -2.862 1.878 0.974 0.039
H -2.377 1.935 -0.767 0.013
H -4.590 -0.616 0.750 0.045
H -3.661 -2.162 0.617 0.039
H -3.381 -1.055 2.005 0.024
F -1.013 2.088 3.069 0.138
C -1.134 1.052 3.939 -0.475
F -1.084 1.572 5.195 0.146
F -2.385 0.539 3.732 0.127
C -0.025 -0.046 3.700 -0.303
O -0.066 -0.394 2.359 -0.403
C 1.383 0.576 4.000 -0.476
F 1.595 0.864 5.310 0.150
F 2.367 -0.285 3.603 0.120
F 1.581 1.721 3.282 0.129
C -0.261 -1.298 4.597 -0.505
F -0.302 -1.007 5.916 0.159
F -1.443 -1.901 4.265 0.106
F 0.717 -2.239 4.400 0.104
```

Results
* gap between HOMO and LUMO (alpha / beta): 6.3 / 5.4 eV
* max |F|: 3.688 eV/A
* M: 704.682 g/mol
* energy: -71315.64321 eV
* HOMO (alpha / beta): -6.15 / -5.25 eV

***

The highest energy belongs to which entry? C4H16O4